# 1
Molecular formula: C17H32N3O7PRhTe
Method: DFT, wB97M-V/def2-TZVPD

Geometry as XYZ:
```
62
Properties=species:S:1:pos:R:3:forces:R:3:nbo_charge:R:1
Rh 1.22354 0.70388 0.13065 -1.5682 -0.2640 0.6607 1.00
N 1.15933 0.88202 2.19962 -0.1289 0.1117 -0.3791 -0.74
C 2.37061 0.59297 2.97327 0.0831 0.0332 0.0078 -0.21
C 3.55545 1.28504 2.31587 0.0044 -0.0827 0.0199 -0.54
C 4.00145 0.57106 1.03999 0.0209 0.0961 0.0286 0.79
O 5.06948 -0.01890 1.02319 0.0683 0.0882 -0.0236 -0.66
O 3.22973 0.66804 0.00054 -0.2388 -0.0567 -0.2583 -0.68
H 0.92054 1.88048 2.26169 -0.0270 -0.0095 0.1451 0.43
H 0.35350 0.35293 2.51956 0.0270 -0.0018 0.0462 0.41
H 2.52068 -0.48748 3.00153 -0.0269 -0.0025 -0.0527 0.21
H 2.25057 0.94651 4.00163 -0.0396 -0.0077 -0.0099 0.19
H 4.40567 1.29672 2.99562 -0.0095 -0.0208 0.0090 0.22
H 3.27177 2.31467 2.07970 0.0033 0.0005 -0.0093 0.23
C 0.82967 2.41533 -3.75086 -0.0563 -0.0525 -0.0099 -0.68
C 1.06373 2.10090 -2.30665 0.2529 -0.0837 -0.2019 0.26
N 1.11625 0.88680 -1.87097 -0.3564 0.1895 0.3061 -0.12
O 0.67329 -0.12241 -2.70409 0.3424 -0.1313 -0.0963 -0.56
C 1.23024 3.14827 -1.32024 -0.1693 -0.0241 0.0557 0.01
C 1.55096 4.57231 -1.62694 -0.1539 -0.0329 0.0053 -0.65
N 1.09962 2.74135 -0.07264 1.1274 0.2339 0.0070 0.01
O 1.17452 3.55012 0.89330 0.0576 -0.0541 -0.0739 -0.53
H 0.29462 1.60278 -4.23547 0.0126 -0.0041 -0.0024 0.25
H 1.78807 2.54314 -4.25935 -0.0028 0.0239 0.0052 0.23
H 0.25775 3.33589 -3.85321 0.0230 0.0168 0.0157 0.23
H 0.75393 -0.90207 -2.12367 -0.0046 -0.0002 0.0119 0.51
H 1.92624 4.67750 -2.64434 -0.0138 0.0321 -0.0089 0.20
H 2.31248 4.91255 -0.92259 0.0038 0.0173 -0.0078 0.24
H 0.68561 5.22702 -1.49391 0.0083 0.0168 -0.0105 0.22
C -0.29011 -4.38535 -0.75662 -0.0119 -0.0199 0.0074 -0.59
C 0.86469 -3.97290 0.16354 0.0576 0.1415 0.0201 -0.16
C 0.57463 -4.43467 1.59742 -0.0067 -0.0149 -0.0015 -0.59
C 2.17539 -4.60064 -0.32816 -0.0262 -0.0447 0.0001 -0.59
C 1.00373 -2.50512 0.15353 -0.0005 -0.0491 -0.1219 -0.09
C 1.14450 -1.30046 0.15587 0.3257 0.0401 0.0950 -0.32
H -0.42397 -5.47089 -0.74347 0.0098 -0.0055 0.0013 0.19
H -0.08827 -4.07369 -1.78280 -0.0037 -0.0033 -0.0027 0.21
H -1.21939 -3.91273 -0.43608 -0.0024 -0.0048 0.0058 0.21
H 0.44905 -5.52061 1.63535 0.0066 -0.0049 -0.0104 0.19
H -0.33423 -3.96175 1.97163 -0.0100 -0.0127 -0.0043 0.21
H 1.39721 -4.15453 2.25667 0.0001 -0.0084 0.0049 0.21
H 2.11136 -5.69272 -0.30630 -0.0029 -0.0033 -0.0012 0.19
H 3.00732 -4.28105 0.29951 0.0004 -0.0142 0.0098 0.22
H 2.38955 -4.28181 -1.34897 -0.0026 -0.0084 -0.0052 0.21
C -2.33259 1.43668 -2.59885 -0.0071 0.0605 0.0400 -0.63
C -3.25387 0.94651 -1.50623 -0.0592 -0.1012 -0.0107 -0.06
O -3.13036 1.76417 -0.33505 0.2428 0.0239 -0.0675 -0.84
P -2.13397 1.30786 0.85343 -0.5967 0.0014 0.3971 2.01
O -0.92329 0.61816 0.28675 0.7395 0.2390 -0.3296 -1.13
Te -2.09933 3.08989 2.38761 0.1485 -0.1340 -0.0564 -0.59
O -2.92824 0.05128 1.50342 0.0251 -0.1048 -0.1753 -0.84
C -4.25864 0.20471 1.99069 -0.0189 0.0283 0.0704 -0.07
C -4.91071 -1.16195 1.99135 0.1013 0.0246 -0.0552 -0.62
H -2.48799 0.86338 -3.51524 0.0079 -0.0012 -0.0028 0.20
H -1.30171 1.31298 -2.28098 -0.0437 -0.0144 -0.0243 0.23
H -2.51774 2.49295 -2.80073 -0.0188 0.0001 -0.0240 0.20
H -3.03825 -0.09635 -1.25986 -0.0109 -0.0062 0.0024 0.19
H -4.29969 1.02214 -1.81181 -0.0031 -0.0244 0.0268 0.17
H -4.80968 0.90378 1.35614 0.0010 -0.0087 -0.0051 0.18
H -4.21883 0.63111 2.99597 -0.0062 0.0234 -0.0148 0.19
H -4.88337 -1.58902 0.98788 -0.0444 -0.0057 -0.0018 0.21
H -5.95007 -1.09019 2.31554 0.0045 -0.0052 0.0354 0.20
H -4.37246 -1.83660 2.65763 -0.0336 -0.0145 0.0183 0.21
```
Forces are in eV/Å.

Properties
- orbital gap (eV) = 7.0264
- HOMO level (eV) = -4.4
- energy above the lowest of the compared OMol25 structures with the same formula, charge and spin (kJ/mol) = 31.6
- E (eV) = -56543.3923
- charge = -1
- E_LUMO (Ha) = 0.096

---

# 2
Molecular formula: C22H15F5N2O3S
Method: DFT, wB97M-V/def2-TZVPD

Geometry as XYZ:
```
48
Properties=species:S:1:pos:R:3:forces:R:3:nbo_charge:R:1
C -4.04828 -5.20709 -0.36110 -0.3248 -0.8726 0.0470 -0.88
S -3.33561 -4.68267 1.16928 -0.3764 -0.9863 1.3705 2.14
O -4.35201 -4.57688 2.22863 1.1860 0.4677 -1.7643 -0.92
O -2.23237 -5.61103 1.43322 -0.6962 1.6692 -0.5822 -0.92
C -2.79706 -3.02453 0.64523 1.1336 0.0586 0.0590 -0.32
C -3.54388 -1.90916 0.90503 -0.5330 0.4524 0.3872 -0.17
C -3.11344 -0.62514 0.54734 0.7740 -0.6442 -0.5889 -0.20
C -1.89186 -0.44391 -0.13373 0.2957 -0.7174 -0.0371 0.01
C -1.47812 0.95365 -0.53189 0.7911 -0.1605 -0.3552 -0.06
C -1.52983 1.95047 0.43758 0.3343 0.1143 0.1266 -0.20
C -1.01142 3.21363 0.18695 0.0917 0.2543 -0.5524 -0.26
C -0.49128 3.54722 -1.06107 -0.0675 0.1632 0.2073 0.32
F -0.04690 4.82180 -1.26746 -0.3017 -1.2921 -0.0164 -0.31
C -0.43603 2.57463 -2.06195 0.1377 -0.0785 -0.1463 0.40
F 0.09628 2.93439 -3.27304 -0.6216 -0.7027 1.1716 -0.31
C -0.89416 1.26931 -1.78610 -0.3242 1.1078 0.8810 -0.28
C -1.06000 -1.61841 -0.36623 -2.3877 1.1471 1.5149 -0.06
C 0.22889 -1.54355 -1.02866 3.5288 1.7669 -2.3578 0.64
O 0.35757 -1.96245 -2.17453 -0.6027 -0.6537 0.2568 -0.60
N 1.33445 -0.80473 -0.55782 -2.4953 -1.2053 0.9596 -0.41
C 1.41562 -0.19895 0.77786 -0.8480 0.6412 -0.8940 -0.23
C 2.45107 0.80938 0.51550 1.2531 0.6263 -0.0850 -0.08
C 2.82279 1.87711 1.28934 0.3466 0.6339 0.8896 -0.13
C 3.87203 2.69158 0.87463 -0.8052 -0.9670 -0.7880 -0.19
C 4.31031 3.89850 1.60525 -0.2989 -0.8296 -0.2258 0.97
F 3.68565 3.99946 2.80007 0.5697 0.5636 -0.4668 -0.32
F 5.64603 3.79670 1.79663 -0.3868 0.9218 0.3098 -0.32
F 4.03064 4.97815 0.83585 0.4841 0.1480 0.9471 -0.32
C 4.48773 2.43613 -0.35904 -1.0003 -0.7875 0.3323 0.07
N 4.12557 1.41607 -1.14401 -1.2011 -0.6069 0.4698 -0.39
C 3.09285 0.62546 -0.69542 1.7252 2.0205 0.2539 0.22
C 2.45297 -0.46061 -1.43995 0.1339 -1.7773 -0.1244 -0.25
C -1.56299 -2.85513 0.00869 -0.1482 -0.4522 0.4314 -0.16
H -4.45107 -6.21911 -0.18065 0.3945 0.2974 -0.0736 0.26
H -4.89381 -4.58934 -0.64472 0.1494 0.3459 -0.0610 0.25
H -3.23838 -5.22765 -1.10461 -0.4222 0.0331 0.1904 0.25
H -4.47464 -2.06005 1.41843 -0.3669 0.2129 0.2358 0.24
H -3.73930 0.22378 0.78786 0.0207 0.0323 -0.1424 0.23
H -1.87609 1.70065 1.43592 -0.0703 0.1303 -0.1127 0.23
H -0.97931 3.98144 0.94030 -0.1264 0.1030 0.2191 0.24
H -0.85564 0.51132 -2.52273 0.2098 -0.5343 -0.8404 0.25
H 1.69002 -0.91377 1.53029 0.1513 -0.3833 0.5321 0.21
H 0.49970 0.34674 1.07834 0.1371 -0.6617 -0.1626 0.22
H 2.29587 2.06488 2.22307 0.2124 0.1145 -0.0743 0.23
H 5.23362 3.14076 -0.69219 0.3136 -0.2345 -0.3468 0.21
H 3.13720 -1.34097 -1.59132 -0.5873 0.7601 -0.0780 0.22
H 2.06084 -0.13401 -2.38607 -0.0074 0.0151 -0.6215 0.24
H -0.99425 -3.75407 -0.10698 0.6259 -0.2540 -0.2948 0.24
```
Forces are in eV/Å.

Properties
- orbital gap (eV) = 9.1833
- HOMO level (eV) = -9.6
- energy above the lowest of the compared OMol25 structures with the same formula, charge and spin (kJ/mol) = 19.5
- SMILES = CS(=O)(=O)c1ccc(-c2ccc(F)c(F)c2)c(C(=O)N2Cc3cc(C(F)(F)F)cnc3C2)c1
- E (eV) = -56602.4220
- E_LUMO (Ha) = -0.017

---

# 3
Molecular formula: C17H14ClMgNO2S2
Method: DFT, wB97M-V/def2-TZVPD

Geometry as XYZ:
```
38
Properties=species:S:1:pos:R:3:forces:R:3:nbo_charge:R:1
C 1.20448 -1.46592 -0.29823 -0.4857 0.1477 -0.1640 -0.28
C 1.34374 -0.93320 -1.58472 -0.5494 -1.7199 -0.0849 -0.35
C 0.06560 -1.12294 -2.27222 0.3051 0.8817 0.1620 -0.63
H 2.27901 -0.81186 -2.09895 0.1991 0.5030 -0.0323 0.21
C -0.82751 -1.68135 -1.30521 0.1844 0.0640 0.1103 -0.32
C -0.15171 -1.83568 -0.09727 0.1655 -0.4999 -0.5987 -0.31
H -0.56397 -2.21937 0.84195 0.0914 0.1670 -0.3973 0.19
H 1.94337 -1.68246 0.46102 0.2484 0.6030 -0.1473 0.21
H -0.05036 -1.13584 -3.36741 0.0463 -0.1398 0.5202 0.22
H -1.84573 -1.95981 -1.48171 -0.5144 0.0680 -0.0988 0.18
Mg 0.02623 1.23484 -2.55823 1.8756 -0.7922 1.0835 1.69
Cl 2.34206 2.33806 -1.62092 -0.7218 0.0044 -0.0918 -0.91
C 0.44335 2.68576 -4.25244 0.2456 -0.0331 -0.8993 -0.50
C -0.79068 2.07345 -4.63876 0.1920 -0.3633 -0.2713 -0.50
C -0.47680 0.86000 -5.31746 0.4511 0.3867 -0.2982 -0.36
H -1.75542 2.56217 -4.63383 -0.0715 -0.1026 0.1951 0.21
C 0.93761 0.72614 -5.35252 -0.5331 0.9293 -0.2339 -0.34
C 1.50207 1.85784 -4.71589 -0.6040 -0.0651 -0.3563 -0.31
H 2.55643 2.10551 -4.70236 -0.1918 -0.1599 0.4653 0.23
H 0.55641 3.67570 -3.83599 0.0264 -0.1082 0.1843 0.24
H -1.16937 0.27250 -5.91347 -0.0109 -0.1388 0.4735 0.20
H 1.49793 0.00149 -5.93702 -0.1450 -0.1072 0.3790 0.20
O 2.21480 1.12007 4.14401 1.1667 0.2854 0.1940 -0.96
S 1.66590 0.00539 3.42810 -1.9118 -0.7341 -0.2898 2.32
O 2.42885 -1.19742 3.17362 0.2103 0.5353 0.7859 -0.94
N 0.93279 0.41301 2.08764 0.6381 0.9390 -0.5463 -0.82
C -0.38006 0.57240 2.08821 1.8395 -0.8182 0.4230 0.10
S -1.11877 1.07821 0.68953 -1.3920 0.3376 0.3925 -0.26
C -0.90938 0.03532 3.42042 -0.7327 -0.4418 0.2488 -0.08
C -2.23920 -0.26598 3.74802 0.1242 -0.0269 -0.2432 -0.18
C -2.53888 -0.88545 4.97991 0.9130 0.2570 -0.8538 -0.24
C -1.49899 -1.18787 5.84852 0.3004 0.4893 -0.1790 -0.23
C -0.17394 -0.88477 5.53901 0.5943 0.1705 -0.3810 -0.21
C 0.13282 -0.32829 4.30445 -1.3185 -0.1637 -0.4040 -0.29
H -2.99451 -0.09133 2.96447 0.2880 0.0613 0.5852 0.23
H -3.53494 -1.18895 5.23925 -0.3981 0.0315 -0.0449 0.20
H -1.69285 -1.65634 6.78772 -0.2515 -0.2745 0.5329 0.19
H 0.63962 -1.08306 6.23876 -0.2733 -0.1725 -0.1197 0.21
```
Forces are in eV/Å.

Properties
- orbital gap (eV) = 5.6979
- HOMO level (eV) = -1.0
- energy above the lowest of the compared OMol25 structures with the same formula, charge and spin (kJ/mol) = 115.5
- E (eV) = -63079.5241
- charge = -2
- E_LUMO (Ha) = 0.172